The following is a DFT calculation (wB97M-V/def2-TZVPD) of C61H61F3Li2N11O6 as an isolated structure in a non-equilibrium geometry.

Charge ... +1
Total energy ... -101466.31768 eV

Element x y z (Å)
1 Li 0.572575 4.072943 1.440958
2 Li 4.929786 0.441291 3.162984
3 C 1.069519 1.105680 -0.964920
4 O 0.403366 2.310725 -1.423656
5 O 1.756617 1.572254 0.223029
6 C -0.002627 -0.067433 -0.747757
7 F -0.608789 -0.361412 -1.879756
8 F 0.547737 -1.136377 -0.282653
9 F -0.987180 0.368361 0.086383
10 C 0.107387 2.354195 -2.793041
11 C -0.138864 3.817885 -3.082647
12 H -0.906760 4.204816 -2.412786
13 H 0.723153 4.478185 -2.987634
14 H -0.456343 4.047315 -4.099842
15 H -0.822120 1.863000 -3.080866
16 H 0.973983 2.069413 -3.389691
17 H 1.710928 0.751329 -1.771842
18 C 3.621635 -6.520719 5.021479
19 C 3.926349 -6.528241 6.363511
20 C 2.891741 -6.513806 7.332634
21 C 1.566603 -6.347532 6.869705
22 C 1.208379 -6.289434 5.510383
23 C 2.286948 -6.400023 4.612433
24 N 0.473906 -6.163155 7.872191
25 O 0.781323 -6.165488 9.073145
26 O -0.639983 -5.974419 7.499621
27 H 4.443047 -6.485128 4.321175
28 H 4.969258 -6.675415 6.602448
29 H 3.182263 -6.594668 8.369677
30 H 0.182502 -6.186986 5.188678
31 H 2.071634 -6.282840 3.560624
32 C 3.803882 -7.000183 -5.862240
33 C 3.106893 -6.254422 -4.968491
34 C 2.491088 -5.014729 -5.305683
35 C 2.673410 -4.543979 -6.626701
36 C 3.432973 -5.310576 -7.509118
37 C 3.969638 -6.521413 -7.177767
38 N 2.074291 -3.279417 -7.035682
39 O 2.016076 -2.956450 -8.242499
40 O 1.619746 -2.575014 -6.119456
41 H 4.284880 -7.938242 -5.627546
42 H 2.951227 -6.699639 -3.996917
43 H 2.095451 -4.434681 -4.485072
44 H 3.571156 -4.854924 -8.478493
45 H 4.664437 -7.068967 -7.797312
46 N -3.944136 -7.672871 2.019892
47 C -4.144226 -6.369081 1.826744
48 C -3.521747 -5.722638 0.796618
49 C -2.778956 -6.388606 -0.148325
50 C -2.444361 -7.716312 0.129554
51 C -3.133294 -8.360476 1.157261
52 H -4.832808 -5.869576 2.492137
53 H -3.707963 -4.679935 0.585704
54 H -2.417035 -5.852349 -1.013097
55 H -1.825067 -8.242404 -0.581848
56 H -3.113926 -9.437729 1.231765
57 N -5.917187 -0.372991 -3.940169
58 C -6.206032 0.694109 -4.815487
59 C -7.056556 0.541403 -5.933556
60 C -7.687397 -0.652662 -6.198763
61 C -7.451202 -1.684610 -5.366680
62 C -6.558080 -1.553942 -4.262928
63 H -5.712729 1.647568 -4.697304
64 H -7.385920 1.316891 -6.609221
65 H -8.389308 -0.802677 -7.005727
66 H -7.883325 -2.656521 -5.553963
67 H -6.297705 -2.364715 -3.598660
68 N 3.432419 -0.504900 6.640721
69 C 3.995505 -0.769063 7.863013
70 C 3.219952 -1.176188 8.967853
71 C 1.872690 -1.435754 8.852562
72 C 1.278964 -1.260824 7.595231
73 C 2.065264 -0.741244 6.525983
74 H 5.065671 -0.682334 7.979682
75 H 3.697677 -1.399188 9.910423
76 H 1.258175 -1.810534 9.657743
77 H 0.271487 -1.567564 7.355866
78 H 1.549066 -0.635348 5.583256
79 N 6.613148 0.362489 -4.185452
80 C 5.848325 1.277395 -4.851873
81 C 5.662522 1.233778 -6.260077
82 C 6.282800 0.240831 -7.023343
83 C 6.962118 -0.764717 -6.314048
84 C 7.145244 -0.652097 -4.953958
85 H 5.419503 2.108077 -4.311094
86 H 5.091239 2.044897 -6.686831
87 H 6.074305 0.008128 -8.057163
88 H 7.391520 -1.626201 -6.803817
89 H 7.648849 -1.470045 -4.460267
90 N -5.363097 -1.402770 5.639826
91 C -5.582807 -0.263760 4.908243
92 C -6.500144 0.721305 5.287945
93 C -7.095610 0.645652 6.522088
94 C -6.768831 -0.428022 7.348033
95 C -5.960245 -1.466027 6.858452
96 H -5.118270 -0.265003 3.933260
97 H -6.828661 1.529238 4.650998
98 H -7.925496 1.247793 6.861361
99 H -7.212772 -0.461871 8.331993
100 H -5.695662 -2.345230 7.427141
101 N -3.823821 5.248021 1.244575
102 C -4.325040 6.216735 1.995090
103 C -5.656011 6.565519 1.968509
104 C -6.480457 5.891986 1.076360
105 C -5.958321 4.906437 0.269146
106 C -4.649139 4.599857 0.349712
107 H -3.705072 6.878269 2.581960
108 H -5.979390 7.366295 2.617040
109 H -7.531320 6.120522 0.977101
110 H -6.555317 4.486482 -0.526869
111 H -4.361379 3.670822 -0.119854
112 N 2.337942 7.345587 0.630641
113 C 1.851104 8.611417 0.572317
114 C 2.601538 9.734550 0.651486
115 C 3.982155 9.572348 0.514330
116 C 4.549484 8.300054 0.395472
117 C 3.647488 7.204280 0.445514
118 H 0.795484 8.839064 0.587586
119 H 2.216549 10.733724 0.792325
120 H 4.682837 10.386186 0.399801
121 H 5.578933 8.010358 0.244729
122 H 4.137379 6.276419 0.189605
123 N 7.154723 -2.558663 2.078033
124 C 6.959775 -3.042662 0.814244
125 C 7.510184 -4.235081 0.328832
126 C 8.412749 -4.902599 1.118004
127 C 8.804866 -4.305451 2.368977
128 C 8.206885 -3.149350 2.765358
129 H 6.194517 -2.541151 0.240432
130 H 7.287410 -4.579808 -0.670135
131 H 8.781521 -5.846959 0.745734
132 H 9.637352 -4.791367 2.856066
133 H 8.627784 -2.605215 3.597921
134 N -4.499914 10.436274 -5.564549
135 C -5.776371 10.778565 -5.921019
136 C -6.864265 10.563049 -5.051612
137 C -6.615797 9.799425 -3.888742
138 C -5.332146 9.396367 -3.521438
139 C -4.279520 9.795179 -4.358593
140 H -5.771787 11.388517 -6.812273
141 H -7.849574 10.960414 -5.245671
142 H -7.484470 9.659757 -3.262402
143 H -5.174356 8.945200 -2.552960
144 H -3.264200 9.468173 -4.189473

Atomic forces in eV per Å
0.2 -0.8 -1.0
-0.1 -0.3 -0.1
0.5 2.2 3.3
-0.2 -1.4 0.1
-1.5 -1.6 -1.9
0.4 4.1 0.3
-0.5 -0.5 -1.3
0.7 -1.8 1.0
0.2 -0.5 0.3
-0.1 1.7 -0.5
-0.2 1.1 -0.4
-0.1 0.0 0.0
0.4 -0.3 0.5
-0.3 -0.5 -0.1
0.3 -0.7 0.1
-0.1 -0.7 -0.1
0.4 -0.1 -0.1
-0.9 0.7 0.0
-0.9 -0.8 0.6
0.2 0.4 -1.4
0.3 -0.1 0.2
1.9 -0.4 0.6
-0.5 0.4 -0.1
1.5 -0.1 2.1
0.2 -0.2 -1.3
-1.2 0.1 -1.1
-0.2 -0.2 -0.3
0.0 0.2 0.6
-0.5 0.1 0.1
0.1 0.1 0.1
0.0 -0.2 -0.1
0.6 0.0 -1.9
-1.4 0.8 0.5
1.5 -0.6 -0.5
0.1 -1.5 1.7
-0.6 1.3 -1.1
0.6 -0.4 1.4
-1.0 2.0 -0.5
0.4 -1.0 2.3
0.7 -1.0 -1.4
-0.2 -0.1 0.4
0.0 0.4 0.3
-0.5 0.1 -0.4
0.1 -0.2 -0.3
-0.3 0.1 -0.5
0.2 -1.2 -0.7
0.6 -1.3 0.3
-0.5 1.5 -1.4
0.9 -0.6 1.0
-0.9 0.1 -0.8
-0.5 1.7 0.5
0.1 0.1 0.2
-0.2 0.2 0.3
0.2 -0.1 0.0
0.0 -0.3 0.1
0.2 0.0 0.4
-1.7 0.5 -2.6
-0.5 -2.5 -0.2
0.0 0.6 0.6
-0.2 0.1 0.0
1.4 -1.8 2.1
0.4 2.5 -0.5
0.1 -0.1 0.5
0.7 0.7 0.2
0.1 0.3 -0.2
-0.1 -0.1 0.1
-0.2 -0.2 -0.1
-1.4 -0.5 0.8
-2.2 0.0 -0.7
0.8 -0.1 -0.2
-0.7 0.1 -1.3
1.4 0.6 -1.0
1.3 -0.8 2.2
0.1 0.2 -0.2
0.2 0.2 0.0
0.2 0.0 0.2
-0.2 0.2 0.3
0.5 0.3 -0.3
-0.4 -0.2 -1.5
1.6 -1.6 -1.0
0.6 0.1 0.6
-0.8 -1.1 1.3
0.1 0.7 -0.2
-1.3 1.3 0.8
0.0 -0.1 0.4
-0.1 -0.1 -0.3
0.1 0.7 -0.3
0.0 0.0 -0.2
0.2 0.2 0.5
-0.6 1.6 0.2
-0.7 -1.5 0.9
0.1 0.1 -0.3
-0.2 -1.4 0.8
0.2 -0.5 -0.2
0.6 1.2 -1.0
0.1 0.2 0.0
0.4 0.0 -0.4
0.3 0.6 -0.2
0.0 -0.3 0.1
-0.3 -0.1 0.2
0.3 -1.1 -1.1
-0.2 0.1 -0.8
-0.8 -0.2 -0.3
-0.4 0.7 0.5
-1.2 0.7 -0.9
1.5 0.1 2.4
0.7 -0.5 0.2
-0.3 0.0 -0.1
-0.1 0.2 0.2
-0.2 -0.4 0.2
1.0 0.3 -0.3
-0.4 0.1 -1.3
-0.6 -0.7 1.4
2.2 0.6 -0.4
1.5 -0.6 -0.2
-2.2 -0.7 0.1
0.9 1.8 -0.1
-0.5 -1.0 0.1
-0.4 -0.1 -0.3
-0.3 0.5 0.3
0.2 0.7 -0.1
-0.7 -0.8 0.6
1.8 -0.7 -1.3
-0.7 -0.2 2.0
0.3 0.7 0.2
-0.1 0.7 1.1
0.1 -1.6 -2.3
-1.2 0.9 -0.8
0.0 0.2 -0.1
-0.2 0.0 0.0
0.4 0.0 0.3
-0.1 0.3 0.5
-0.5 0.0 0.4
-0.7 -0.8 1.4
1.6 0.0 2.0
1.4 -0.8 0.0
-0.4 1.1 -0.7
-0.1 1.1 -0.6
-1.6 0.0 -2.0
-0.6 -0.2 -0.2
0.0 -0.1 -0.2
0.1 -0.4 0.3
0.2 -0.3 -0.1
0.2 0.3 0.2

Atomic partial charges in e from the Mulliken method, atoms 1 to 99: atom 1 (Li): 0.878, atom 2 (Li): 0.959, atom 3 (C): -0.210, atom 4 (O): -0.237, atom 5 (O): -0.880, atom 6 (C): 0.793, atom 7 (F): -0.261, atom 8 (F): -0.247, atom 9 (F): -0.279, atom 10 (C): 0.006, atom 11 (C): -1.322, atom 12 (H): 0.278, atom 13 (H): 0.305, atom 14 (H): 0.390, atom 15 (H): 0.238, atom 16 (H): 0.255, atom 17 (H): 0.268, atom 18 (C): -0.515, atom 19 (C): -0.325, atom 20 (C): -0.471, atom 21 (C): 0.309, atom 22 (C): -0.586, atom 23 (C): -0.352, atom 24 (N): 1.019, atom 25 (O): -0.604, atom 26 (O): -0.592, atom 27 (H): 0.409, atom 28 (H): 0.388, atom 29 (H): 0.441, atom 30 (H): 0.524, atom 31 (H): 0.355, atom 32 (C): -0.320, atom 33 (C): -0.405, atom 34 (C): -0.272, atom 35 (C): 0.117, atom 36 (C): -0.414, atom 37 (C): -0.497, atom 38 (N): 0.945, atom 39 (O): -0.562, atom 40 (O): -0.558, atom 41 (H): 0.373, atom 42 (H): 0.367, atom 43 (H): 0.455, atom 44 (H): 0.409, atom 45 (H): 0.363, atom 46 (N): -0.554, atom 47 (C): -0.212, atom 48 (C): -0.290, atom 49 (C): -0.229, atom 50 (C): -0.407, atom 51 (C): -0.175, atom 52 (H): 0.398, atom 53 (H): 0.351, atom 54 (H): 0.379, atom 55 (H): 0.369, atom 56 (H): 0.371, atom 57 (N): -0.462, atom 58 (C): -0.244, atom 59 (C): -0.268, atom 60 (C): -0.225, atom 61 (C): -0.338, atom 62 (C): -0.195, atom 63 (H): 0.355, atom 64 (H): 0.309, atom 65 (H): 0.369, atom 66 (H): 0.330, atom 67 (H): 0.369, atom 68 (N): -0.507, atom 69 (C): -0.176, atom 70 (C): -0.356, atom 71 (C): -0.264, atom 72 (C): -0.370, atom 73 (C): -0.166, atom 74 (H): 0.356, atom 75 (H): 0.341, atom 76 (H): 0.409, atom 77 (H): 0.401, atom 78 (H): 0.350, atom 79 (N): -0.553, atom 80 (C): -0.166, atom 81 (C): -0.271, atom 82 (C): -0.402, atom 83 (C): -0.230, atom 84 (C): -0.200, atom 85 (H): 0.387, atom 86 (H): 0.351, atom 87 (H): 0.379, atom 88 (H): 0.366, atom 89 (H): 0.341, atom 90 (N): -0.504, atom 91 (C): -0.296, atom 92 (C): -0.303, atom 93 (C): -0.232, atom 94 (C): -0.295, atom 95 (C): -0.209, atom 96 (H): 0.399, atom 97 (H): 0.356, atom 98 (H): 0.354, atom 99 (H): 0.350